The following is a quantum chemistry calculation of a cluster of 2 separate species, C3H6S in total at a distorted geometry, from OMol25.

ORCA input file:
```
! RIJCOSX wB97M-V def2-TZVPD def2/J DEFGRID3
* xyz 0 1
C 0.12546 -0.03122 1.19428
C -1.09620 -0.89447 1.02119
C -1.31839 0.40112 1.03512
S 1.00302 0.17139 -2.22802
H 0.48120 0.03054 2.25042
H 0.82346 0.03131 0.26345
H -1.57699 -1.76639 0.67618
H 2.03115 0.98639 -1.86749
H -1.94077 1.27448 1.21187
H 1.46805 -0.20316 -3.55701
*
```

- LUMO: 0.76 eV
- DFT total energy: -14039.85342 eV
- Maximum force: 2.9 eV Å⁻¹
- HOMO-LUMO gap: 9.901 eV
- ΔE to the lowest compared entry with this formula, charge and spin: 3.0128 eV
- Structure (SMILES): C1=CC1.S

***

The following is a quantum chemistry calculation of a cluster of 3 separate species, C15H28FINO4 in total at a distorted geometry, from OMol25.

ORCA input file:
```
! RIJCOSX wB97M-V def2-TZVPD def2/J DEFGRID3
* xyz 1 1
F 2.85702 -5.22958 0.34635
C 1.50232 -5.25375 0.07144
C 1.08271 -4.18808 -1.03352
N -0.41743 -4.15769 -0.99668
C -0.99701 -3.16604 -0.26480
C -2.47406 -3.14171 -0.21107
C -3.23478 -4.17533 -0.89181
C -2.52319 -5.21882 -1.63987
I -3.46956 -6.83933 -2.65623
C -1.08186 -5.15026 -1.66469
H 1.13478 -6.25264 -0.29167
H 0.86109 -5.01875 0.96871
H 1.39654 -4.48994 -2.06235
H 1.49501 -3.17038 -0.82059
H -0.41845 -2.39308 0.28751
H -2.97376 -2.34350 0.38481
H -4.34280 -4.22467 -0.87285
H -0.46867 -5.90073 -2.20979
C -1.98683 -0.30715 -2.57928
O -1.11992 0.02065 -1.51195
C 0.01617 0.77107 -1.94524
C -0.15216 2.25380 -1.65910
O -1.20748 2.81408 -2.43058
C -2.40597 2.97113 -1.68532
H -2.93251 -0.64084 -2.14915
H -2.18303 0.54648 -3.22902
H -1.55854 -1.12780 -3.16664
H 0.21310 0.59735 -3.00776
H 0.87797 0.40179 -1.37953
H 0.76590 2.77249 -1.94932
H -0.31382 2.43152 -0.59131
H -2.32024 3.83668 -1.02161
H -2.64143 2.08041 -1.09702
H -3.22064 3.14829 -2.38825
C 3.04486 2.28929 1.81569
O 1.70430 2.73890 1.68602
C 0.97399 2.63268 2.90408
C 0.87066 3.97442 3.61155
O 2.14340 4.42895 4.05113
C 2.70179 5.40959 3.18808
H 3.60328 2.63284 0.94473
H 3.52212 2.68551 2.71308
H 3.06922 1.19420 1.83807
H 1.42020 1.87813 3.55989
H -0.03523 2.29597 2.64342
H 0.24905 3.85267 4.50395
H 0.39236 4.72015 2.96833
H 2.20894 6.37274 3.35174
H 2.61295 5.12660 2.13641
H 3.75965 5.51168 3.43196
*
```

- LUMO: -4.60 eV
- DFT total energy: -36497.04253 eV
- Maximum force: 3.8 eV Å⁻¹
- HOMO-LUMO gap: 6.358 eV

***

The following is a quantum chemistry calculation of the molecule C10H17N3O4 at a distorted geometry, from OMol25.

ORCA input file:
```
! RIJCOSX wB97M-V def2-TZVPD def2/J DEFGRID3
* xyz 0 1
C 1.33158 -1.36691 -0.01542
C 1.25959 -0.24097 -1.03675
C 0.04879 -1.72496 0.65911
C -1.02608 -2.18171 -0.33956
C -2.43044 -2.24975 0.27925
C 0.55502 1.53703 0.62210
C -0.86398 1.38787 0.98260
C 0.98041 3.02823 0.47240
C 0.47947 3.30837 -0.93431
C 0.93125 2.02963 -1.71038
H 3.16260 -0.56914 0.73427
H 2.60329 -1.85909 1.52502
H 1.69203 -2.23176 -0.60130
H -0.35358 -0.86747 1.21298
H 0.22475 -2.51146 1.43932
H -0.73189 -3.10904 -0.80971
H -1.11687 -1.44324 -1.09177
H -2.60512 -4.24846 -0.03237
H -3.85135 -3.45796 0.82018
H 1.15666 1.09211 1.41446
H 0.52710 3.67921 1.20732
H 2.07026 3.05803 0.57144
H 0.90813 4.17129 -1.36635
H -0.61279 3.38724 -1.00389
H 0.22451 1.78695 -2.48490
H 1.89884 2.05168 -2.19217
H -2.33458 0.18273 0.33447
N 2.30685 -1.01005 1.05802
N -3.03136 -3.42514 0.30561
N 0.92376 1.03017 -0.69276
O 1.53014 -0.49633 -2.21042
O -2.96205 -1.24325 0.78414
O -1.28287 1.70294 2.07857
O -1.61206 0.80322 0.02080
*
```

- LUMO: 0.57 eV
- DFT total energy: -23307.60329 eV
- Maximum force: 2.5 eV Å⁻¹
- HOMO-LUMO gap: 9.629 eV
- ΔE to the lowest compared entry with this formula, charge and spin: 0.3522 eV
- Structure (SMILES): NC(=O)CC[C@H](N)C(=O)N1CCC[C@H]1C(=O)O